No. 1
A cluster of 8 separate species, C15H44F6O7P in total in a non-equilibrium geometry. Source: the OMol25 dataset; level of theory: the ωB97M-V functional and the def2-TZVPD basis.

## Properties
**Electronic energy**: -2065.45058 Ha
**HOMO-LUMO gap**: 9.9 eV
**Highest occupied orbital energy**: -7.28 eV

```
! wB97M-V def2-TZVPD RIJCOSX def2/J DEFGRID3
* xyz -1 1
P 0.968 0.359 -0.444
F 0.274 0.131 1.007
F -0.013 -0.753 -1.079
F -0.178 1.489 -0.753
F 1.651 0.634 -1.887
F 1.986 1.443 0.180
F 2.084 -0.758 -0.140
C -0.751 2.854 2.641
C -0.975 2.116 3.959
C -2.365 2.299 4.598
O -0.771 0.716 3.869
H -1.224 2.375 1.783
H 0.325 2.912 2.461
H -1.075 3.896 2.701
H -0.178 2.491 4.609
H -2.593 3.370 4.709
H -2.439 1.861 5.591
H -3.179 1.952 3.960
H -1.183 0.423 3.042
C 0.102 -3.939 -0.683
C 0.717 -5.224 -0.213
C 0.521 -5.497 1.286
O 0.043 -6.266 -0.923
H -0.979 -3.883 -0.526
H 0.396 -3.660 -1.691
H 0.358 -3.065 -0.074
H 1.802 -5.164 -0.357
H 0.779 -4.657 1.934
H 1.084 -6.363 1.637
H -0.547 -5.679 1.433
H 0.290 -7.140 -0.609
C -3.177 -0.987 -0.582
C -3.600 -0.205 0.646
C -4.570 -0.978 1.575
O -2.454 0.043 1.485
H -2.568 -1.860 -0.349
H -2.655 -0.383 -1.323
H -4.097 -1.324 -1.072
H -4.017 0.779 0.417
H -5.435 -1.329 1.001
H -4.783 -0.509 2.527
H -4.062 -1.942 1.691
H -1.682 -0.372 1.082
C 0.685 4.925 -0.476
C -0.632 5.236 -1.190
C -0.448 6.195 -2.351
O -1.189 4.008 -1.637
H 1.315 4.450 -1.231
H 0.565 4.273 0.387
H 1.183 5.851 -0.174
H -1.428 5.553 -0.492
H -1.456 6.254 -2.772
H 0.226 5.711 -3.060
H -0.100 7.194 -2.110
H -1.184 3.371 -0.915
C 4.533 -2.744 -1.611
C 4.009 -2.074 -2.916
C 2.591 -2.474 -3.288
O 4.018 -0.650 -2.709
H 4.123 -3.760 -1.583
H 4.206 -2.269 -0.686
H 5.618 -2.812 -1.554
H 4.770 -2.267 -3.671
H 1.836 -2.005 -2.652
H 2.428 -3.549 -3.161
H 2.214 -2.186 -4.271
H 3.253 -0.468 -2.137
O 2.409 -0.613 2.681
H 2.718 -1.019 1.869
H 1.712 -0.015 2.400
O -0.029 2.066 -3.611
H 0.444 1.239 -3.481
H -0.222 2.375 -2.717
*
```

In the Mulliken picture, each atom carries the following charge in e: P 1.752; F -0.285; F -0.404; F -0.343; F -0.479; F -0.460; F -0.276; C -0.925; C 0.348; C -1.335; O -0.582; H 0.087; H 0.287; H 0.516; H 0.341; H 0.374; H 0.336; H 0.231; H 0.400; C -0.847; C 0.766; C -1.468; O -0.560; H 0.405; H 0.161; H 0.001; H 0.053; H 0.342; H 0.384; H 0.367; H 0.318; C -1.253; C 0.629; C -1.391; O -0.459; H 0.262; H 0.191; H 0.482; H 0.237; H 0.405; H 0.303; H 0.313; H 0.123; C -0.899; C 0.616; C -1.390; O -0.612; H 0.255; H 0.051; H 0.442; H 0.228; H 0.346; H 0.331; H 0.363; H 0.171; C -0.903; C 0.357; C -0.563; O -0.652; H 0.260; H 0.092; H 0.333; H 0.329; H -0.249; H 0.364; H 0.312; H 0.234; O -0.727; H 0.346; H 0.275; O -0.729; H 0.353; H 0.321

No. 2
A cluster of 7 separate species, C15H44O13 in total in a non-equilibrium geometry. Source: the OMol25 dataset; level of theory: the ωB97M-V functional and the def2-TZVPD basis.

## Properties
**Relative energy (zero: lowest compared OMol25 entry of this formula, charge and spin)**: 0.0 kcal per mole
**Electronic energy**: -1575.90599 Ha
**Structure (SMILES)**: CC(C)O.OCCO.OCCO.OCCO.OCCO.OCCO.OCCO
**HOMO-LUMO gap**: 10.2 eV
**Highest occupied orbital energy**: -9.79 eV

```
! wB97M-V def2-TZVPD RIJCOSX def2/J DEFGRID3
* xyz 0 1
C 12.729 9.887 13.551
C 13.499 11.116 13.853
O 14.395 11.546 12.797
O 11.781 10.180 12.577
H 12.128 9.461 14.386
H 13.344 9.112 13.119
H 14.084 10.955 14.799
H 12.759 11.887 14.057
H 13.903 11.548 11.965
H 10.982 9.632 12.823
C 10.894 5.028 11.885
C 10.335 5.460 10.607
O 10.290 6.953 10.634
O 12.304 5.289 11.892
H 10.643 3.973 11.904
H 10.424 5.476 12.743
H 9.249 5.201 10.526
H 10.935 5.016 9.845
H 11.209 7.213 10.499
H 12.827 5.341 12.734
C 16.251 6.666 13.693
C 15.174 5.640 13.281
O 13.947 5.805 13.942
O 16.948 6.205 14.889
H 15.743 7.629 13.833
H 17.019 6.847 12.915
H 15.545 4.611 13.479
H 14.942 5.837 12.266
H 14.189 5.694 14.869
H 17.287 7.067 15.246
C 12.130 14.631 12.103
C 11.186 13.621 11.683
O 11.944 12.506 11.218
O 12.848 14.224 13.246
H 11.671 15.615 12.308
H 12.865 14.768 11.318
H 10.522 13.963 10.865
H 10.508 13.358 12.451
H 11.499 11.734 11.473
H 13.487 13.527 13.005
C 14.620 7.154 17.439
C 14.626 8.270 16.500
O 15.969 8.688 16.157
O 14.749 5.920 16.778
H 13.633 7.083 17.850
H 15.402 7.228 18.163
H 14.096 9.070 16.998
H 14.076 8.051 15.541
H 16.095 9.179 15.316
H 15.666 5.807 16.460
C 11.876 10.850 8.443
C 12.910 10.025 9.243
O 12.233 9.128 10.141
O 12.127 12.225 8.249
H 10.960 10.684 9.070
H 11.515 10.352 7.574
H 13.485 10.720 9.828
H 13.582 9.390 8.613
H 12.082 9.601 10.961
H 12.599 12.514 9.011
C 7.582 8.560 13.258
C 8.662 7.951 14.106
C 8.423 6.488 14.456
O 9.852 8.052 13.356
H 7.449 8.052 12.285
H 7.812 9.647 13.062
H 6.616 8.482 13.832
H 8.885 8.514 14.981
H 9.297 5.965 14.995
H 8.231 5.884 13.603
H 7.541 6.447 15.136
H 9.810 7.602 12.498
*
```

In the Mulliken picture, each atom carries the following charge in e: C -0.452; C -0.484; O -0.741; O -0.406; H 0.390; H 0.315; H 0.322; H 0.299; H 0.340; H 0.205; C 0.262; C -0.606; O -0.479; O -0.485; H 0.374; H -0.191; H 0.336; H 0.400; H 0.228; H 0.434; C 0.028; C -0.660; O -0.694; O -0.603; H -0.101; H 0.405; H 0.289; H 0.457; H 0.305; H 0.368; C -0.552; C -0.347; O 0.067; O -0.585; H 0.366; H 0.271; H 0.290; H 0.299; H -0.027; H 0.365; C -0.884; C 0.516; O -0.665; O -0.579; H 0.357; H 0.368; H 0.433; H -0.283; H 0.378; H 0.359; C -0.255; C -0.231; O -0.526; O -0.563; H 0.127; H 0.453; H 0.094; H 0.316; H 0.377; H 0.280; C -1.201; C 0.475; C -1.431; O -0.346; H 0.281; H 0.243; H 0.405; H 0.359; H 0.263; H 0.337; H 0.421; H 0.123

No. 3
A cluster of 7 separate species, C15H44O7 in total. Source: the OMol25 dataset; level of theory: the ωB97M-V functional and the def2-TZVPD basis.

## Properties
**Relative energy (zero: lowest compared OMol25 entry of this formula, charge and spin)**: 34.7 kcal per mole
**Electronic energy**: -1124.53428 Ha
**Structure (SMILES)**: CC(C)O.CC(C)O.CC(C)O.CC(C)O.CO.CO.CO
**HOMO-LUMO gap**: 9.7 eV
**Highest occupied orbital energy**: -9.43 eV

```
! wB97M-V def2-TZVPD RIJCOSX def2/J DEFGRID3
* xyz 0 1
C 0.359 -0.681 0.903
O -0.887 -0.665 0.230
H 0.896 0.262 0.772
H 0.232 -0.873 1.978
H 0.944 -1.513 0.514
H -1.472 -0.080 0.735
C 0.714 3.716 2.047
O 1.770 3.903 1.127
H 0.011 4.542 1.921
H 0.164 2.794 1.841
H 1.045 3.740 3.088
H 2.541 3.409 1.419
C -3.754 0.963 1.375
O -2.375 1.171 1.655
H -4.202 1.845 0.904
H -3.832 0.157 0.644
H -4.309 0.689 2.273
H -2.306 1.790 2.395
C -0.371 1.961 -1.648
C 0.597 2.927 -2.333
C -0.018 4.324 -2.495
O 1.830 2.992 -1.627
H 0.116 0.988 -1.573
H -1.309 1.868 -2.189
H -0.551 2.303 -0.623
H 0.826 2.561 -3.337
H -0.877 4.298 -3.170
H 0.712 5.037 -2.872
H -0.405 4.677 -1.531
H 1.640 3.270 -0.719
C -1.253 -3.302 -1.607
C -0.461 -2.462 -2.583
C -0.341 -3.090 -3.943
O -1.064 -1.171 -2.749
H -0.893 -4.335 -1.590
H -2.311 -3.318 -1.883
H -1.207 -2.890 -0.599
H 0.559 -2.310 -2.199
H 0.234 -2.441 -4.601
H -1.321 -3.265 -4.400
H 0.112 -4.079 -3.864
H -1.159 -0.799 -1.861
C -2.244 2.216 5.971
C -1.298 2.482 4.807
C -0.599 1.232 4.375
O -2.051 3.017 3.680
H -1.685 1.872 6.845
H -2.977 1.451 5.717
H -2.769 3.126 6.269
H -0.595 3.270 5.092
H -1.324 0.504 4.009
H -0.044 0.817 5.214
H 0.105 1.417 3.562
H -2.193 3.950 3.861
C 3.226 -3.851 -3.553
C 3.647 -4.631 -2.326
C 2.621 -4.599 -1.222
O 3.822 -6.034 -2.650
H 4.052 -3.695 -4.249
H 2.805 -2.882 -3.271
H 2.444 -4.367 -4.113
H 4.611 -4.263 -1.959
H 3.028 -5.116 -0.352
H 1.719 -5.112 -1.554
H 2.385 -3.580 -0.916
H 4.686 -6.140 -3.058
*
```

In the Mulliken picture, each atom carries the following charge in e: C -0.335; O -0.254; H 0.176; H 0.237; H 0.026; H 0.357; C -0.294; O -0.558; H 0.276; H -0.108; H 0.374; H 0.277; C -0.775; O -0.448; H 0.282; H 0.305; H 0.281; H 0.241; C -0.416; C 0.183; C -1.343; O -0.593; H 0.003; H 0.472; H -0.042; H 0.404; H 0.404; H 0.342; H 0.249; H 0.406; C -1.396; C 1.551; C -1.610; O -0.626; H 0.392; H 0.341; H 0.237; H -0.214; H 0.387; H 0.436; H 0.277; H 0.127; C -1.494; C 0.791; C -1.265; O -0.677; H 0.393; H 0.311; H 0.365; H 0.300; H 0.331; H 0.503; H 0.104; H 0.296; C -1.120; C 0.530; C -1.059; O -0.577; H 0.393; H 0.245; H 0.249; H 0.262; H 0.356; H 0.249; H 0.167; H 0.316

> The lowest HOMO-LUMO gap belongs to which entry?

C15H44O7